C4H8N2O2 in the gas phase in a non-equilibrium geometry. Source: the Open Molecules 2025 dataset; level of theory: wB97M-V/def2-TZVPD.

Its spin multiplicity is 1. The value obtained for the HOMO-LUMO gap (spin up / spin down) is 6.9525 / 6.7040 eV. For the highest occupied orbital energy (spin up / spin down), the calculation gives -0.2690 / -0.2653 Ha. Its net charge is 0. Its energy above the lowest of the compared OMol25 structures with the same formula, charge and spin is 584.0 kJ/mol.

Each line ends with the Löwdin charge.
Geometry (Å):
C (-0.93932, 0.39703, 1.20886)  -0.1360
C (-0.34388, -0.68224, -2.05105)  -0.1678
C (0.34042, -0.56740, 0.25082)  -0.6175
C (1.13241, 0.82326, 0.01154)  0.0619
O (0.96425, -1.29038, 1.25251)  -0.0007
O (-0.42197, 0.82195, 2.40400)  -0.0383
N (-0.15781, -1.23269, -0.73680)  -0.0324
N (0.95110, 1.96302, -0.31458)  0.1924
H (1.04350, -2.18422, 0.88418)  0.1151
H (0.00509, 0.06386, 2.83025)  0.0991
H (1.62942, 2.70559, -0.41932)  0.1007
H (-1.63567, -0.44193, 1.28487)  0.1141
H (-1.33966, 1.22787, 0.63534)  0.1055
H (-1.05613, 0.15556, -2.03784)  0.0673
H (0.59077, -0.31032, -2.49986)  0.0717
H (-0.76253, -1.44897, -2.70293)  0.0649